(1)
Molecular formula: C25H49N3O4S
Method: DFT, the ωB97M-V functional and the def2-TZVPD basis

Orbital gap (spin up / spin down), eV: 8.614 / 9.368
LUMO level (spin up / spin down), Eh: 0.021 / 0.010
Total charge: 0
2S+1: 3
Max |F|, eV/A: 2.3

Each line ends with the Löwdin charge.
Geometry (Å):
H  -2.84  2.27  -2.00  0.12
H  -4.86  -3.25  4.09  0.13
C  3.77  0.91  -0.50  -0.03
O  -0.03  1.87  -1.58  -0.03
C  -2.41  -4.08  2.05  -0.80
H  1.00  3.89  -0.68  0.07
H  -2.99  -4.36  -1.31  0.07
H  -1.27  -4.28  4.95  0.07
H  -0.34  4.48  -4.75  0.06
C  -1.47  0.42  -3.22  -0.04
H  -2.34  -5.96  -1.54  0.07
H  -3.34  4.58  -2.47  0.11
H  -1.37  4.29  -1.09  0.13
C  1.35  1.42  1.23  -0.03
H  -2.90  -2.22  1.35  0.13
H  5.86  1.27  1.12  0.12
H  0.74  5.54  -3.88  0.09
H  -2.54  -2.86  3.69  0.13
H  -1.63  2.99  -5.39  0.07
H  5.47  0.14  2.41  0.13
C  0.46  4.49  -4.01  -0.03
C  4.26  1.92  2.41  -0.17
C  1.22  4.19  -1.70  -0.04
C  -1.32  1.91  -3.48  -0.48
H  0.47  0.48  3.54  0.09
H  -1.09  5.64  -2.17  0.12
C  -3.24  -5.62  0.40  -0.23
C  4.94  -1.15  0.15  -0.04
O  3.23  -1.52  2.13  -0.02
H  -2.41  4.58  -3.95  0.10
C  -4.53  -3.21  2.02  -0.39
C  -1.14  2.10  -5.00  -0.03
H  1.32  3.97  -4.43  0.09
N  2.95  -0.48  1.42  -0.10
H  -2.30  0.04  -3.82  0.09
H  -3.37  -6.70  0.36  0.12
C  0.06  3.90  -2.65  -0.49
H  3.37  0.71  3.94  0.12
O  -5.58  -2.80  1.55  0.09
H  -1.69  0.20  -2.18  0.08
H  4.66  1.13  -1.08  0.09
C  3.03  1.34  3.11  -0.13
H  -1.90  -5.73  4.20  0.08
H  1.83  2.38  1.06  0.06
H  0.49  -0.88  2.41  0.05
C  -1.22  4.56  -2.14  -0.13
C  -4.33  -3.88  3.39  -0.04
H  3.97  2.72  1.72  0.10
H  5.78  -0.77  -0.44  0.09
H  1.20  0.95  0.26  0.06
N  -0.13  2.42  -2.74  -0.09
C  -2.82  -3.89  3.52  -0.36
H  -0.57  -0.12  -3.51  0.09
H  -0.15  -4.76  1.39  -0.12
H  5.34  -1.79  0.93  0.08
C  -2.45  4.15  -2.94  -0.17
C  -2.17  -4.75  4.57  -0.05
C  -2.59  2.63  -3.00  -0.13
C  -2.46  -5.16  -0.82  -0.06
H  4.91  2.39  3.16  0.11
H  1.41  5.27  -1.70  0.09
H  -1.55  1.25  -5.54  0.08
H  2.43  2.14  3.55  0.12
C  5.03  0.83  1.67  -0.13
H  3.33  1.86  -0.23  0.05
H  -1.48  -4.77  -0.56  0.04
H  -4.24  -5.20  0.38  0.11
H  -3.41  2.35  -3.65  0.13
H  -0.08  2.15  -5.27  0.08
C  1.11  -0.24  3.03  -0.05
H  -4.80  -4.86  3.32  0.13
N  -3.26  -3.16  1.33  0.10
C  4.16  0.03  0.71  -0.50
H  4.31  -1.76  -0.50  0.09
H  3.07  0.38  -1.15  0.09
H  0.35  1.64  1.61  0.09
H  1.57  -0.86  3.80  0.08
S  -0.61  -3.63  1.91  0.86
H  -2.84  -4.87  5.42  0.08
H  2.13  3.68  -2.03  0.09
O  -2.61  -5.40  1.66  -0.12
C  2.14  0.51  2.19  -0.48

(2)
Molecular formula: C25H49NO2SSi2Y
Method: DFT, the ωB97M-V functional and the def2-TZVPD basis

Orbital gap, eV: 7.704
LUMO level, Eh: -0.109
Total charge: +1
Max |F|, eV/A: 1.5

Each line ends with the Löwdin charge.
Geometry (Å):
C  -3.30  -0.19  4.05  -0.05
H  1.63  1.18  -1.42  0.11
H  5.35  -2.33  2.59  0.08
C  1.81  1.69  -0.47  -0.19
C  -2.66  -0.42  2.84  -0.12
H  4.55  -2.66  0.31  0.12
H  -3.90  1.42  -0.67  0.00
H  2.79  1.39  -0.09  0.12
C  0.85  1.53  1.88  -0.20
H  -3.84  -1.32  -3.78  0.03
H  4.28  -0.92  0.09  0.10
C  -2.78  2.85  1.20  -0.57
H  2.33  -1.19  -3.19  0.04
H  2.81  -4.26  -0.28  0.01
H  -4.15  -0.31  -1.11  0.03
H  1.97  3.69  0.34  0.08
Si  -2.93  0.88  -2.99  0.38
C  2.26  1.61  2.40  -0.05
O  2.88  -1.79  1.26  -0.24
H  2.25  -5.14  -1.72  0.05
H  3.46  -3.61  2.14  0.13
H  -3.98  2.51  -4.51  0.03
H  -2.28  2.92  -4.25  0.03
H  3.41  -1.57  -1.82  0.01
C  0.51  -1.65  -0.45  -0.22
H  -0.53  1.49  -2.73  0.00
H  1.26  -1.07  0.16  0.04
C  -3.84  1.07  4.33  -0.03
C  -0.04  -3.35  -2.93  -0.17
H  -0.21  -2.16  0.21  0.04
C  5.22  -1.45  1.96  -0.07
S  -3.54  4.41  1.30  1.05
H  -0.73  -0.22  -3.09  -0.02
H  2.34  3.52  -1.39  0.10
C  -2.76  4.91  -0.14  -0.38
H  3.14  -1.99  4.02  0.08
H  1.17  -4.97  -0.32  0.04
H  3.27  -2.71  -3.18  0.05
C  1.94  -4.46  -0.92  -0.18
C  -1.94  2.72  0.10  -0.29
H  2.81  0.68  2.22  0.07
C  -4.10  0.72  -1.50  -0.20
O  0.81  1.08  0.46  -0.38
H  -3.49  3.33  -3.01  0.02
C  -3.72  2.08  3.39  -0.01
C  -1.91  3.92  -0.66  -0.22
H  2.80  2.45  1.94  0.08
C  -3.19  2.57  -3.75  -0.18
H  -1.31  4.06  -1.56  0.09
H  -2.95  5.89  -0.57  0.07
N  -2.54  0.57  1.91  -0.04
H  0.65  3.50  -0.83  0.06
H  0.30  2.49  1.92  0.12
C  -3.46  -0.40  -4.26  -0.18
H  4.89  -0.61  2.58  0.08
H  1.42  -1.84  3.60  0.07
H  -0.67  -4.15  -2.52  0.04
C  4.25  -1.72  0.83  -0.27
H  0.01  -0.97  -1.20  -0.05
H  -4.26  0.00  -4.90  0.03
H  1.74  -3.44  1.71  0.10
H  0.44  -3.73  -3.84  0.04
H  -4.35  1.26  5.27  0.12
C  1.67  3.19  -0.58  -0.04
Si  1.29  -2.88  -1.68  0.48
H  6.19  -1.20  1.53  0.09
H  -2.21  -1.38  2.57  0.11
H  -4.10  3.09  3.58  0.10
Y  -1.29  0.43  -0.12  1.48
H  -0.69  -2.51  -3.20  0.01
H  0.27  0.78  2.44  0.11
C  2.29  -2.50  3.55  -0.07
H  2.07  -3.40  4.12  0.08
C  -1.15  0.60  -2.49  -0.38
H  2.24  1.79  3.48  0.10
H  -2.62  -0.67  -4.91  0.03
C  -3.04  1.83  2.19  -0.28
C  2.60  -2.91  2.13  -0.27
H  -3.37  -1.01  4.77  0.11
C  2.71  -2.00  -2.55  -0.16
H  -5.10  0.97  -1.87  0.05